No. 1
ORCA calculation (ωB97M-V with the def2-TZVPD basis set) on a molecular structure, C26H26F3IO4PS in a non-equilibrium geometry.

Geometry as XYZ:
```
62
Properties=species:S:1:pos:R:3:forces:R:3:nbo_charge:R:1
H 1.581098 1.420345 0.618135 0.1 0.3 0.0 0.19
C -1.455066 -3.278679 1.003180 0.1 -0.4 0.2 -0.19
C 1.477475 -1.354804 1.318724 0.0 0.0 0.1 -0.17
H -1.573068 -2.770367 0.045290 0.1 -0.1 0.3 0.23
C 1.901759 1.609144 -1.501159 3.1 -0.5 -0.7 0.16
C 2.800114 2.188697 -2.583991 -0.3 -1.7 2.7 0.21
C 4.460030 1.729523 -4.267971 -0.3 0.4 0.0 -0.16
F -1.781629 3.000662 -2.157943 -0.5 -1.9 0.2 -0.29
H -6.242514 1.906689 -0.073084 0.1 -0.1 -0.1 0.22
C -1.266315 -2.552598 2.184230 -0.3 -0.3 -0.3 -0.39
H 2.323476 -0.467662 -1.573156 0.0 -0.2 -0.1 0.19
H -1.480475 -6.436952 2.319425 0.0 0.3 -0.1 0.21
H -1.673116 -5.234470 0.121706 0.1 0.2 0.4 0.20
C -6.332861 0.941356 -0.580854 -0.4 0.3 -0.3 -0.63
P -1.115801 -0.741084 2.362773 0.8 0.0 1.0 1.94
C 1.325068 0.285528 3.089710 -0.2 -0.2 0.0 -0.11
I 1.810015 4.927149 -1.658153 0.9 1.1 0.0 0.09
C -1.123882 -3.233245 3.401061 -0.1 0.2 0.0 -0.18
O -3.665793 -1.638162 0.918367 0.3 0.8 0.3 -0.58
H -5.531521 -1.070298 -0.424910 0.0 0.3 0.3 0.20
H 3.188954 0.205345 -3.414956 0.1 0.1 0.0 0.20
C -1.415238 -5.349409 2.278597 0.1 0.3 0.1 -0.23
O 1.212571 2.482468 -2.235808 -5.5 0.3 -1.5 -0.73
C 1.471399 0.202486 -1.732418 0.0 -1.6 0.3 -0.63
H 1.048361 0.012387 -2.726291 0.3 0.3 0.1 0.22
H 3.180025 0.921192 3.968483 -0.1 -0.1 -0.2 0.21
C -2.187896 1.715603 -2.082977 0.4 -0.1 0.3 0.99
C 2.709693 0.288223 3.219218 0.1 -0.3 -0.2 -0.24
H 0.704606 -0.101972 -1.013638 0.2 0.1 -0.1 0.20
C -2.091029 0.313738 1.133373 -3.1 -0.7 2.1 -0.84
C 4.812110 3.079942 -4.243240 0.8 0.6 -0.7 -0.40
H 4.333863 5.075263 -3.392168 0.4 -0.1 -0.4 0.20
C -1.522134 -4.678767 1.054253 0.0 0.3 0.0 -0.16
C -5.537205 -0.120556 0.124939 -0.3 0.7 -0.4 -0.08
F -3.506414 1.671630 -2.289473 0.6 -0.1 0.1 -0.33
H -6.023418 1.054865 -1.625689 0.1 0.0 0.3 0.22
C 0.692539 -0.577286 2.180406 0.3 0.5 0.0 -0.45
S -1.454076 0.837328 -0.361803 3.4 0.9 -3.8 0.12
O -1.569494 -0.325085 3.737077 0.2 0.0 -1.3 -1.08
H 2.526479 2.874628 0.142417 -0.2 -0.1 0.0 0.22
C 3.489956 -0.548303 2.411410 -0.5 0.1 0.0 -0.19
C -1.208197 -4.621256 3.459089 0.0 0.0 -0.5 -0.22
H 3.269865 1.290689 0.115703 -0.3 0.0 -0.2 0.20
H -5.879798 -0.267861 1.159395 0.0 -0.2 -0.4 0.18
H -2.331853 1.203851 1.769851 -0.1 -0.9 -0.2 0.28
H 4.571556 -0.580433 2.546471 -0.3 0.0 -0.1 0.21
H 0.999318 -1.987889 0.567723 0.2 0.1 0.3 0.23
H 0.697906 0.915102 3.724015 0.2 -0.2 -0.1 0.23
C 2.327038 1.826190 -0.080139 0.0 0.1 0.9 -0.65
O -4.199442 0.426334 0.198057 -0.6 -1.2 0.7 -0.52
H -0.969837 -2.648709 4.309782 -0.1 -0.2 -0.2 0.24
H 5.585001 3.507417 -4.877027 0.0 -0.4 -0.1 0.19
H -1.114273 -5.113363 4.426127 0.0 0.0 -0.3 0.21
C 4.148379 4.006444 -3.420044 -1.1 -0.3 1.1 -0.24
H 3.484655 -1.942458 0.757301 -0.4 0.3 0.3 0.22
C 3.153938 3.570330 -2.574665 1.7 0.6 -0.6 -0.22
C -3.389176 -0.472999 0.792585 0.4 0.9 0.0 0.82
C 3.473201 1.249757 -3.417325 0.5 0.7 -1.3 -0.42
H 4.960673 1.048878 -4.955820 0.1 0.1 0.1 0.18
C 2.870045 -1.329340 1.431923 0.1 -0.2 0.0 -0.20
H -7.386605 0.688798 -0.583959 -0.3 -0.2 0.0 0.21
F -1.563041 0.966020 -3.042163 -0.9 1.2 1.5 -0.31
```
Positions in Å, forces in eV/Å.

Computed properties:
E in eV: -71947.842
Net charge: -1

=====

No. 2
ORCA calculation (ωB97M-V with the def2-TZVPD basis set) on 2 unconnected molecules or ions with the total composition C26H26FN2 in a non-equilibrium geometry.

Geometry as XYZ:
```
55
Properties=species:S:1:pos:R:3:forces:R:3:nbo_charge:R:1
C -0.918301 -1.212706 3.612418 -0.4 0.1 0.4 -0.03
H 0.772790 -2.455474 3.095819 -0.5 -0.1 0.5 0.24
H -0.717249 -3.338179 3.521758 0.2 0.3 0.2 0.22
H 3.980295 1.720374 -4.085064 0.0 0.1 0.3 0.26
H -0.140485 2.919854 4.339575 -0.1 0.0 -0.3 0.22
C 1.880675 2.961164 -1.680706 -0.1 -0.2 0.0 -0.29
C 2.065072 -0.581112 -0.494260 -0.4 -0.2 -0.4 0.12
H 1.455854 1.753212 4.911102 0.1 0.0 -0.1 0.24
H 4.839160 -1.487248 3.396970 -0.3 0.2 -0.3 0.22
C -4.627902 -0.313654 3.563168 -0.3 0.0 0.1 -0.63
C -3.132659 -0.175464 3.611124 0.4 -0.1 0.1 -0.01
H 3.843578 -0.242850 -2.628465 0.0 0.1 0.0 0.22
C 2.695534 2.898817 -2.811260 0.3 1.1 -0.4 0.50
H 2.533360 -5.836341 -1.354138 -0.1 0.1 0.0 0.24
C 2.333332 0.569637 -1.282404 0.6 0.8 -0.3 -0.20
C 3.168157 0.821195 3.894266 0.0 -0.6 -0.1 -0.10
C 2.185010 -1.962782 -0.797631 0.2 -0.7 -0.2 -0.12
C 1.596762 -2.906673 0.105978 -0.1 0.6 0.1 -0.09
H -4.916471 -1.362789 3.699331 0.0 0.3 0.0 0.22
H -2.783251 -2.293996 3.807436 0.2 0.2 -0.1 0.21
H 3.234339 -1.841910 -2.707482 -0.1 -0.4 0.2 0.21
H 4.140543 -1.638967 1.759841 0.0 0.3 0.2 0.22
C -0.105159 -2.454685 3.763035 0.3 -1.0 -0.1 -0.66
C -0.526054 2.568725 3.373337 -0.2 0.7 0.0 -0.64
H 1.039956 1.824148 -0.065634 0.2 0.0 -0.2 0.24
H -1.319162 3.262246 3.075528 0.2 0.0 0.1 0.23
H 0.275986 2.642266 2.628144 -0.1 -0.1 0.2 0.21
H -3.110697 1.990105 3.590450 0.1 -0.3 -0.2 0.21
N 1.102637 0.156242 3.467968 1.7 0.0 -0.4 -0.43
C 3.354523 1.735097 -3.196439 0.0 -0.4 0.4 -0.29
C -2.317533 -1.312616 3.691678 0.3 0.7 -0.4 -0.16
C 2.988819 -3.871815 -2.112502 0.1 0.4 -0.2 -0.23
C 1.702685 -4.267679 -0.103538 0.0 -0.3 -0.2 -0.23
H 1.399813 3.894498 -1.402885 0.1 -0.2 -0.1 0.26
C 2.844128 -2.501840 -1.942387 -0.1 -0.2 0.1 -0.12
H 5.111816 -0.184033 2.218169 -0.3 -0.3 0.0 0.21
C 3.221772 0.606160 -2.396436 -0.4 0.5 -0.3 -0.09
C 1.910657 -0.639496 2.671107 -0.1 0.2 0.5 0.08
H -5.119380 0.277052 4.348698 0.1 -0.1 -0.2 0.23
H 4.061609 1.322975 4.215279 0.1 -0.1 0.1 0.23
H 1.646123 -0.391400 0.494430 -0.3 -0.1 0.0 0.27
H 3.553597 -4.239636 -2.969520 -0.3 0.1 0.2 0.24
C -2.514042 1.076453 3.562696 0.5 -0.3 -0.1 -0.21
N 3.168857 -0.265977 3.002180 -0.6 1.0 0.3 -0.40
H 0.258309 -2.577962 4.800809 -0.1 0.1 -0.4 0.23
C 1.885623 1.057668 4.212610 -0.5 -0.4 -0.2 -0.07
C 4.376932 -0.930889 2.563634 0.6 0.0 -0.1 -0.40
C 1.700182 1.806675 -0.933803 0.1 -0.3 0.0 -0.07
F 2.921709 4.042121 -3.530667 -0.5 -1.6 0.9 -0.29
C -1.117950 1.202841 3.477978 -0.2 -0.5 0.1 -0.02
H 1.041784 -2.511308 0.963917 0.4 -0.2 -0.3 0.26
H -5.031368 0.026503 2.597222 0.2 -0.1 0.3 0.23
C 2.418332 -4.767546 -1.204886 -0.1 0.6 0.4 -0.08
H 1.233921 -4.961303 0.592830 0.1 0.2 -0.2 0.24
C -0.312058 0.049913 3.503382 -1.3 0.0 0.0 0.17
```
Positions in Å, forces in eV/Å.

Computed properties:
E in eV: -33073.419
Net charge: +1

=====

No. 3
ORCA calculation (ωB97M-V with the def2-TZVPD basis set) on a molecular structure, C26H26InN4S2.

Geometry as XYZ:
```
59
Properties=species:S:1:pos:R:3:forces:R:3:nbo_charge:R:1
C -2.087004 -2.795269 -0.076433 -0.4 -0.4 -0.1 0.29
C 3.224355 -0.508027 0.757130 -0.6 0.4 -0.5 -0.20
C -4.292989 -2.867972 -1.702724 0.0 0.1 0.1 -0.24
H 3.808912 0.400059 0.762878 0.0 0.1 -0.1 0.22
N -0.266906 2.683718 -1.263877 0.0 -0.3 -0.2 -0.50
H 1.825052 0.515883 -2.965940 0.1 0.0 0.0 0.21
H -0.637156 2.334070 -3.308685 0.1 0.1 0.0 0.20
C -0.472768 4.785601 0.012517 0.1 0.0 -0.2 -0.24
N 1.701235 0.483421 -0.843775 -0.5 0.0 0.2 -0.53
C -0.865827 -2.727611 0.725471 0.0 -0.9 0.3 0.10
N -0.085664 -1.505303 0.778744 -0.2 0.3 0.0 -0.62
C 2.452235 0.293373 -2.099495 0.1 -0.2 -0.6 -0.42
H 3.747678 -3.771631 1.512645 0.1 -0.1 0.1 0.22
C 3.260701 -2.865203 1.186932 0.2 0.3 0.1 -0.12
H 1.487383 -4.266193 2.468340 0.0 0.0 -0.1 0.25
H -0.717043 -4.748870 1.430499 -0.1 -0.2 -0.1 0.23
H 2.771477 -0.744162 -2.188815 -0.1 0.2 0.0 0.25
C -3.886280 -4.033482 -1.068601 0.1 0.1 0.1 -0.13
H 4.777426 -1.551171 1.844629 0.1 -0.1 0.1 0.23
H 0.128254 5.287727 -0.733005 0.1 0.1 0.0 0.21
C -3.563656 -1.715194 -1.473251 -0.4 -0.1 -0.3 0.06
H 1.529659 3.828036 -1.122123 -0.1 -0.1 -0.1 0.21
H -0.665531 6.544785 1.201950 0.1 0.1 0.0 0.23
C -1.689086 4.869329 2.069354 0.0 0.0 -0.1 -0.18
H 0.029243 -0.236119 2.516212 0.0 0.0 0.0 0.23
C 1.025128 -3.436194 1.941024 -0.1 -0.1 -0.1 -0.28
In -0.761271 0.012540 -0.899789 0.1 -0.3 0.9 1.44
C 1.184855 2.812379 -1.344617 0.4 -0.2 0.3 -0.23
C 1.206647 -1.798341 0.027178 0.3 -0.2 -0.7 0.05
H -3.838412 -0.766953 -1.920302 -0.1 0.0 -0.1 0.21
H 1.499374 2.567580 -2.358598 0.0 0.1 0.0 0.21
C -0.917825 5.500969 1.106605 0.0 0.0 0.0 -0.21
H 1.829858 -3.879367 -0.028402 0.0 0.1 0.0 0.25
C 2.081678 -0.564915 0.058398 0.6 -0.1 0.6 0.13
C -2.789888 -3.996122 -0.229935 0.0 0.3 0.0 -0.23
C -2.067396 3.555723 1.886779 0.0 0.0 -0.1 -0.21
H 1.330605 1.921666 0.614978 0.2 0.1 -0.1 0.22
H -5.152961 -2.859514 -2.352933 0.0 0.1 -0.1 0.24
H -4.411369 -4.962461 -1.231787 -0.1 0.0 0.0 0.24
C -0.802514 3.446441 -0.166843 -0.2 0.0 0.6 0.17
C 1.875975 -3.034481 0.665561 0.2 -0.4 0.0 -0.31
C 0.270185 -1.219407 2.139144 0.1 0.3 0.9 -0.04
H 1.255674 -2.155156 3.786311 0.0 0.1 0.2 0.24
C -1.660652 2.843315 0.757015 0.1 0.1 -0.1 -0.22
C -0.311670 -3.756992 1.372705 -0.3 0.5 -0.2 -0.12
H 2.894983 2.130889 -0.217379 -0.1 -0.1 0.0 0.20
H -2.005358 5.406589 2.948766 -0.1 0.1 0.1 0.23
S -2.346376 1.246888 0.546514 0.3 -0.7 -0.6 -0.20
N -2.482869 -1.689996 -0.705892 0.4 0.2 0.1 -0.53
C -0.945724 3.019791 -2.514156 -0.2 0.0 -0.3 -0.41
S 0.578400 -2.075095 -1.680067 -0.2 0.3 -0.2 -0.24
H -2.699600 3.067630 2.609958 -0.1 -0.1 0.1 0.23
H 3.344629 0.923812 -2.109854 0.0 0.1 0.1 0.20
H -2.479987 -4.888110 0.286062 0.1 -0.1 0.0 0.23
H -2.021743 2.912003 -2.368471 0.0 0.0 0.0 0.22
C 3.816917 -1.667983 1.368076 0.1 -0.6 0.1 -0.24
C 1.842631 1.847271 -0.352386 -0.1 0.5 0.1 -0.23
C 0.885009 -2.200820 2.778788 -0.1 0.2 -0.1 -0.16
H -0.740633 4.046626 -2.833026 0.0 0.0 0.0 0.20
```
Positions in Å, forces in eV/Å.

Computed properties:
E in eV: -60182.120
Net charge: +1

=====

No. 4
ORCA calculation (ωB97M-V with the def2-TZVPD basis set) on 2 unconnected molecules or ions with the total composition C26H27BrF3N4O10PS in a non-equilibrium geometry.

Geometry as XYZ:
```
73
Properties=species:S:1:pos:R:3:forces:R:3:lowdin_charge:R:1
O -4.033574 5.281341 2.957013 -0.1 0.0 -0.1 -0.27
H 4.123418 0.120111 2.426467 -0.2 0.0 0.0 0.08
C 3.465453 1.189795 -0.278066 -0.1 0.3 -0.1 0.08
H -2.919919 1.956531 2.856127 0.0 0.0 0.0 0.07
O -5.642919 -1.845569 -2.546824 0.2 -0.1 -0.1 -0.27
H -3.018135 -3.561144 1.319976 0.0 0.0 0.2 0.07
H 5.469870 -0.740763 3.107774 0.1 -0.1 0.2 0.10
H -2.512580 -3.705763 -2.143007 -0.1 -0.1 0.2 0.11
C -1.360565 6.786928 1.992651 -0.2 0.0 0.1 -0.07
H 0.369053 -4.244545 -0.418854 0.2 0.1 -0.1 0.07
C 2.912489 -2.420997 -0.968724 0.3 0.3 -0.2 -0.07
C -3.449006 0.228423 -1.373831 -0.4 0.3 -0.1 -0.59
H -2.490005 2.162692 -1.450964 -0.2 0.1 0.0 0.12
H -1.125597 6.954164 3.043704 0.1 0.0 0.0 0.09
C 1.333746 0.937085 -1.313810 -0.2 0.2 0.0 0.00
C 0.461036 -1.265974 -2.031787 0.2 -0.1 0.1 -0.26
H -0.024647 -3.878444 1.127816 0.2 -0.1 0.0 0.08
O -5.555003 -1.774138 0.022967 0.6 -0.4 0.2 -0.16
H 4.218726 1.820246 0.161833 0.2 0.0 0.1 0.14
F 3.114882 3.763417 0.195136 0.1 0.0 0.1 0.13
O -1.771855 4.415495 2.509077 -0.1 -0.1 0.1 -0.26
C -3.485165 2.760251 3.319778 0.0 -0.1 0.0 -0.12
H -0.054725 5.104336 1.694035 -0.1 -0.1 0.1 0.11
O 0.768383 -2.185159 -2.748329 0.0 -0.1 -0.2 0.13
C -2.019456 -1.703134 -1.604801 0.5 0.1 -0.3 -0.11
H -2.402369 7.065070 1.839540 0.0 0.0 0.0 0.07
C 3.169700 -3.583180 -1.070748 -0.5 -0.4 0.4 0.16
H -2.200482 -5.446244 0.830406 0.4 -0.2 0.1 0.07
H -6.117059 -2.503081 0.310455 -0.3 0.2 0.1 0.08
C 2.134226 3.257297 -0.576088 0.1 -0.1 0.0 -0.58
C -1.742679 -3.178415 -1.593897 -0.4 -0.4 0.1 -0.07
C 6.013325 -0.933381 -0.788293 0.4 0.3 0.1 -0.43
C -0.940581 -0.822043 -1.765542 -0.1 -0.2 0.2 -0.02
H -1.711606 -2.548227 1.520657 0.0 0.1 0.0 0.08
H -3.111674 2.980982 4.316006 0.0 0.0 0.0 0.07
H 3.841422 -1.492550 3.137057 0.1 -0.1 0.2 0.09
C -1.112470 5.340855 1.614506 0.2 0.4 -0.3 -0.26
C 4.895936 -1.518822 1.269415 -0.1 0.2 0.6 -0.45
C -1.590394 -3.744280 -0.153434 0.6 -0.3 0.3 -0.63
C 0.034226 1.468376 -1.839871 -0.3 -0.2 -0.1 -0.26
O -4.517078 -3.703040 -1.260153 -0.3 0.3 0.3 -0.12
C 3.702878 -0.171603 -0.361063 0.3 0.5 0.4 -0.15
C 5.701777 -1.236607 -2.222693 0.1 0.2 -0.1 0.02
C 1.542012 -0.434637 -1.396873 0.0 0.4 0.3 0.01
C 2.297697 1.762258 -0.738460 0.2 -0.1 -0.1 -0.01
O 7.144428 -0.936122 -0.387603 0.1 -0.2 0.2 0.12
H 6.640768 -1.196984 -2.761189 0.1 0.1 0.0 0.09
F 2.188806 3.910647 -1.732160 0.0 0.1 -0.1 0.17
C -3.300668 -1.160242 -1.425846 -0.1 -0.1 0.5 -0.19
H -0.809608 -3.398883 -2.087969 0.1 0.1 -0.3 0.10
O -3.603980 3.875288 0.960652 -0.1 0.1 -0.1 -0.29
N -0.150949 -3.597821 0.160962 -0.5 0.3 0.2 0.10
C 2.730726 -1.006178 -0.911761 -0.2 -0.3 -0.1 -0.08
H -4.704815 -4.045448 -0.381473 0.4 -0.3 0.0 0.07
N -2.047204 -5.133459 -0.116593 -0.7 0.4 -0.2 0.09
H 3.188002 -4.641934 -1.012273 0.4 -0.2 -0.2 0.05
C -1.131624 0.550138 -1.697457 0.3 0.0 0.2 -0.07
C -2.380744 1.091259 -1.495660 0.2 -0.1 -0.1 -0.05
H -1.418096 5.136213 0.587525 -0.1 -0.1 0.0 0.11
O -0.087202 2.548112 -2.355082 0.1 0.3 0.1 0.16
C 4.531009 -0.875760 2.575086 -0.2 0.4 -0.3 0.03
P -4.830538 -2.137508 -1.368237 -0.8 0.3 -0.8 0.43
Br -5.123875 1.094498 -1.188096 0.0 -0.1 0.1 0.86
H -1.433623 -5.760516 -0.613460 0.0 -0.1 0.0 0.08
H -0.738374 7.440340 1.380856 0.0 0.0 0.0 0.08
H 5.326761 -2.251521 -2.301907 -0.3 -0.1 0.1 0.08
S -3.335953 4.204989 2.326723 0.2 -0.2 0.2 0.56
H 5.001985 -0.546035 -2.684666 -0.2 0.0 0.0 0.09
O 5.148297 -2.681739 1.174426 0.3 -0.1 -0.2 0.13
F 0.983115 3.556040 0.044243 -0.2 0.1 -0.1 0.15
N -2.318863 -3.003996 0.858508 -0.3 0.0 -0.3 0.10
H -4.542647 2.509051 3.358898 0.0 0.0 0.0 0.08
N 4.982514 -0.591008 0.160745 -0.5 -1.1 -1.0 0.07
```
Positions in Å, forces in eV/Å.

Computed properties:
E in eV: -152155.371
Net charge: 0
SMILES: C#Cc1c(N(C(C)=O)C(C)=O)cc(C(F)(F)F)c2c1C(=O)c1c(cc(Br)c(P(=O)(O)O)c1CC(N)(N)N)C2=O.CCOS(C)(=O)=O

=====

> Among the records above, which one has the highest E?

C26H26FN2

=====

> What is the net charge in the third record?

+1